No. 1
{
  "formula": "C3H5N2",
  "method": "ωB97M-V/def2-TZVPD",
  "species": ["C", "C", "H", "N", "C", "H", "N", "H", "H", "H"],
  "coordinates": [[-0.4161, -0.5978, -0.0057], [-0.1095, 0.8985, 0.0694], [-0.7694, 2.0564, -0.1842], [1.1412, 1.0267, -0.0481], [1.8735, -0.2042, 0.0352], [1.2546, -2.0381, -0.3247], [0.9568, -1.0744, -0.0036], [-1.2255, -0.7677, 0.8495], [-1.0114, -0.8062, -0.9179], [1.7351, 1.8289, 0.0245]],
  "total_charge": 1,
  "spin_multiplicity": 1,
  "largest_force_ev_per_a": 5.523,
  "orbital_gap_ev": 8.627,
  "energy_ha": -226.4323,
  "lumo_energy_ha": -0.21589,
  "homo_energy_ev": -14.50,
  "e_above_lowest_kcal_mol": 100.4
}

No. 2
{
  "formula": "C10H30FO5",
  "method": "ωB97M-V/def2-TZVPD",
  "species": ["C", "H", "H", "H", "O", "H", "H", "H", "H", "O", "O", "C", "H", "H", "H", "H", "H", "H", "C", "C", "C", "H", "H", "H", "H", "H", "C", "H", "H", "O", "H", "H", "H", "H", "H", "H", "H", "H", "C", "C", "O", "C", "F", "H", "C", "H"],
  "coordinates": [[2.9592, -3.3016, 5.7032], [-8.4618, -2.5951, 1.4167], [5.3860, 5.8495, -3.9054], [-0.8597, 2.2257, 0.5883], [-5.1584, -2.7912, 1.8201], [5.8648, 5.4624, -2.3221], [-4.3856, -2.2834, 1.5620], [3.5798, 4.5442, -2.8973], [4.2839, -2.1585, 6.9355], [-1.1560, 3.0874, 0.2862], [3.7179, -3.1397, 4.5554], [-6.3357, -2.4946, 1.0893], [1.9534, -3.4278, 5.3025], [4.0688, 2.5489, -1.9475], [4.2156, 3.4023, -4.1360], [-0.2483, -2.6431, -4.1055], [-0.4171, 4.4676, 3.2337], [6.4860, 4.4611, -3.5749], [-7.5334, -2.9711, 1.8465], [-0.5049, -2.2345, -7.2368], [3.2146, -2.1922, 6.7266], [3.2103, -4.2768, 6.1203], [-7.4885, -2.5067, 2.8316], [-2.2410, 3.3769, 2.0352], [-0.4161, -3.2438, -7.6386], [-1.2096, -1.3304, -5.2048], [4.4595, 4.0212, -3.2725], [-2.0857, -2.6633, -5.8708], [0.7065, 4.2533, 1.8742], [4.7912, 3.1411, -2.1692], [-1.6799, 4.9131, 1.2644], [2.8285, -1.2284, 6.3946], [3.1521, -2.5358, 4.0689], [-6.3664, -2.9326, 0.0916], [2.7830, -2.3736, 7.7109], [0.1816, 2.8236, 2.7035], [0.4834, -1.7920, -7.1123], [-1.0803, -1.5938, -7.9051], [-0.1431, 3.8193, 2.4014], [5.5855, 4.9909, -3.2643], [-0.3837, -3.0892, -4.9447], [-1.0882, -2.2281, -5.8111], [0.6757, -1.7801, 0.2014], [-6.4685, -1.4131, 1.0611], [-1.4302, 3.8806, 1.5089], [-7.4452, -4.0487, 1.9849]],
  "total_charge": -1,
  "spin_multiplicity": 1,
  "largest_force_ev_per_a": 3.277,
  "orbital_gap_ev": 6.241,
  "energy_ha": -874.9709,
  "lumo_energy_ha": 0.10053,
  "homo_energy_ev": -3.51,
  "e_above_lowest_kcal_mol": 109.7
}

No. 3
{
  "formula": "C2H5N4S",
  "method": "ωB97M-V/def2-TZVPD",
  "species": ["C", "N", "H", "H", "H", "C", "H", "S", "N", "N", "H", "N"],
  "coordinates": [[0.2379, -2.3877, -0.0097], [-0.6771, 1.6778, 0.1771], [-1.5878, 2.0528, 0.0193], [-2.4044, -0.4850, 0.3749], [2.3650, 1.1692, -1.3472], [-0.5220, 0.3144, 0.1955], [-0.1868, -3.3199, 0.0355], [2.3685, 0.7463, -0.0058], [-1.4080, -0.5778, 0.1700], [0.8615, -0.1086, -0.0871], [0.0442, 2.3620, 0.5292], [0.9091, -1.4435, -0.0517]],
  "total_charge": 1,
  "spin_multiplicity": 1,
  "largest_force_ev_per_a": 3.044,
  "orbital_gap_ev": 9.639,
  "energy_ha": -696.0437,
  "smiles": "[H]/N=C(\\N)N(S)[N+]#C",
  "lumo_energy_ha": -0.17311,
  "homo_energy_ev": -14.35,
  "e_above_lowest_kcal_mol": 82.0
}